P.
# C22H20F12N3O2Ti

A structure of composition C22H20F12N3O2Ti (ωB97M-V/def2-TZVPD, OMol25).

ORCA input file:
```
! wB97M-V def2-TZVPD RIJCOSX def2/J DEFGRID3
* xyz 0 2
Ti -1.415 0.291 0.152
C 2.900 -4.106 2.964
C 2.275 -3.013 2.130
C 2.477 -2.925 0.764
C 1.900 -1.908 0.026
C 1.097 -0.918 0.605
N 0.476 0.068 -0.186
C 1.124 0.816 -1.165
C 2.496 0.692 -1.436
C 3.107 1.351 -2.485
C 2.397 2.198 -3.323
C 3.031 2.863 -4.521
C 1.070 2.425 -2.998
C 0.426 1.805 -1.926
C -1.040 2.216 -1.636
O -1.463 2.013 -0.325
C -1.979 1.346 -2.544
F -1.670 0.019 -2.264
F -1.873 1.481 -3.850
F -3.277 1.489 -2.236
C -1.318 3.730 -1.941
F -1.463 3.984 -3.255
F -2.447 4.125 -1.354
F -0.328 4.489 -1.476
C 0.813 -1.049 1.998
C 1.431 -2.076 2.711
C -0.233 -0.138 2.689
O -1.424 -0.050 1.949
C 0.385 1.276 2.965
F 0.695 1.920 1.843
F 1.520 1.135 3.676
F -0.452 2.063 3.661
C -0.728 -0.691 4.073
F -1.778 -0.018 4.537
F -1.144 -1.966 3.924
F 0.207 -0.680 5.034
H 3.619 -4.682 2.381
H 2.142 -4.798 3.339
H 3.421 -3.693 3.830
H 3.098 -3.663 0.264
H 2.063 -1.865 -1.044
H 3.094 0.062 -0.796
H 4.170 1.203 -2.650
H 4.077 2.572 -4.621
H 2.991 3.952 -4.445
H 2.517 2.581 -5.443
H 0.525 3.139 -3.601
H 1.264 -2.161 3.775
N -3.623 0.118 0.439
C -4.100 -1.211 0.000
C -3.075 -2.252 0.416
N -1.760 -1.899 -0.187
H -3.677 0.191 1.452
H -4.178 0.864 0.039
H -4.180 -1.193 -1.088
H -5.079 -1.470 0.400
H -3.409 -3.246 0.129
H -2.951 -2.230 1.497
H -1.732 -2.192 -1.156
H -1.009 -2.389 0.290
*
```

Values from the calculation:
Frontier orbital gap (alpha / beta): 6.51 / 7.27 eV
<S²>: 0.753

=====

Q.
# C22H20F12N3O2Ti

A structure of composition C22H20F12N3O2Ti (ωB97M-V/def2-TZVPD, OMol25).

ORCA input file:
```
! wB97M-V def2-TZVPD RIJCOSX def2/J DEFGRID3
* xyz 0 2
Ti 1.162 0.142 -0.900
C -3.601 4.915 0.766
C -2.787 3.661 0.583
C -3.263 2.421 0.996
C -2.510 1.276 0.857
C -1.209 1.295 0.314
N -0.404 0.169 0.245
C -0.670 -0.971 0.999
C -1.152 -0.889 2.320
C -1.495 -2.006 3.049
C -1.363 -3.282 2.510
C -1.775 -4.507 3.283
C -0.810 -3.386 1.246
C -0.435 -2.271 0.494
C 0.189 -2.528 -0.890
O 0.839 -1.476 -1.486
C 1.269 -3.661 -0.793
F 0.790 -4.907 -0.741
F 2.031 -3.476 0.321
F 2.121 -3.621 -1.832
C -0.926 -2.945 -1.887
F -1.707 -3.946 -1.461
F -0.401 -3.327 -3.066
F -1.715 -1.884 -2.111
C -0.781 2.544 -0.220
C -1.559 3.686 -0.058
C 0.502 2.600 -1.046
O 1.543 1.858 -0.537
C 0.145 2.071 -2.489
F -0.683 2.838 -3.179
F -0.428 0.827 -2.422
F 1.245 1.892 -3.257
C 1.097 4.030 -1.234
F 2.288 3.948 -1.867
F 0.349 4.887 -1.946
F 1.320 4.586 -0.038
H -4.375 4.760 1.517
H -4.090 5.206 -0.167
H -2.971 5.746 1.084
H -4.254 2.353 1.432
H -2.936 0.328 1.150
H -1.257 0.091 2.764
H -1.878 -1.890 4.057
H -2.610 -4.277 3.944
H -0.953 -4.878 3.900
H -2.074 -5.310 2.610
H -0.675 -4.376 0.833
H -1.217 4.635 -0.448
N 3.030 -0.002 -2.100
C 4.062 -0.580 -1.220
C 3.888 0.004 0.179
N 2.531 -0.332 0.655
H 2.874 -0.582 -2.916
H 3.316 0.920 -2.408
H 5.075 -0.379 -1.576
H 3.918 -1.661 -1.182
H 3.964 1.090 0.128
H 4.665 -0.381 0.843
H 2.263 0.255 1.437
H 2.490 -1.300 0.957
*
```

Values from the calculation:
Frontier orbital gap (alpha / beta): 6.84 / 7.23 eV
<S²>: 0.752

=====

The data favor P; the next most stable structure lies 9.6 kcal/mol above it.

=====

P.
# C6H12N2O

A cluster of 2 separate species, C6H12N2O in total (ωB97M-V/def2-TZVPD, OMol25).

ORCA input file:
```
! wB97M-V def2-TZVPD RIJCOSX def2/J DEFGRID3
* xyz -1 2
C -1.305 -2.067 1.157
C -1.453 0.423 -1.780
C -1.418 -0.836 0.151
C -1.366 0.589 0.496
N -1.445 -0.870 -1.247
N -1.355 1.319 -0.651
H -1.606 0.624 -2.800
H -1.448 2.319 -0.721
H -0.992 0.999 1.419
H -1.218 -1.667 2.090
H -0.521 -2.647 0.931
H -2.132 -2.674 1.167
C 2.098 0.991 0.603
C 3.005 0.636 -0.586
O 1.934 -0.260 1.368
H 2.335 1.747 1.333
H 1.193 1.346 0.355
H 3.208 1.505 -1.123
H 1.796 -1.029 0.738
H 2.390 -0.065 -1.194
H 3.761 0.061 -0.094
*
```

Values from the calculation:
Frontier orbital gap (alpha / beta): 2.35 / 7.17 eV
<S²>: 0.760

=====

Q.
# C6H12N2O

A cluster of 2 separate species, C6H12N2O in total (ωB97M-V/def2-TZVPD, OMol25).

ORCA input file:
```
! wB97M-V def2-TZVPD RIJCOSX def2/J DEFGRID3
* xyz -1 2
C 1.371 -1.854 -2.681
C 0.371 0.853 -0.508
C 0.918 -0.633 -2.147
C 0.078 0.383 -2.642
N 0.954 -0.367 -0.732
N -0.291 1.259 -1.650
H 0.439 1.305 0.476
H -0.639 2.276 -1.879
H -0.303 0.461 -3.600
H 0.602 -2.191 -3.403
H 1.554 -2.619 -1.961
H 2.240 -1.783 -3.263
C -1.313 0.402 2.214
C 0.136 0.401 2.789
O -2.064 0.467 3.374
H -1.306 1.260 1.688
H -1.752 -0.519 1.583
H 0.607 -0.599 2.927
H -2.489 -0.403 3.654
H 0.256 0.940 3.783
H 0.632 0.962 1.977
*
```

Values from the calculation:
Frontier orbital gap (alpha / beta): 2.37 / 8.02 eV
<S²>: 0.750

=====

The data favor Q; the next most stable structure lies 7.0 kcal/mol above it.

=====

P.
# C4H16O3

A cluster of 4 separate species, C4H16O3 in total (ωB97M-V/def2-TZVPD, OMol25).

ORCA input file:
```
! wB97M-V def2-TZVPD RIJCOSX def2/J DEFGRID3
* xyz 1 2
C 0.150 1.786 -0.872
C 2.234 -0.921 0.774
C 1.422 -0.214 -0.342
C 1.057 1.142 0.194
H 0.244 2.908 -0.734
H -0.938 1.560 -0.936
H 0.678 1.552 -1.815
H 2.203 -2.053 0.654
H 1.978 -0.499 1.730
H 3.350 -0.709 0.513
H 0.380 -0.800 -0.522
H 1.742 -0.167 -1.408
H 0.643 0.991 1.292
H 2.130 1.742 0.095
H -0.646 -0.912 1.710
H -1.895 -1.798 2.273
O -1.584 -0.951 2.065
H -1.806 -1.447 0.217
H -1.393 -1.409 -1.305
O -1.111 -1.787 -0.379
H -3.109 1.163 -1.595
H -2.986 0.429 -0.337
O -2.746 0.395 -1.272
*
```

Values from the calculation:
Frontier orbital gap (alpha / beta): 12.52 / 6.17 eV
<S²>: 0.755

=====

Q.
# C4H16O3

A cluster of 4 separate species, C4H16O3 in total (ωB97M-V/def2-TZVPD, OMol25).

ORCA input file:
```
! wB97M-V def2-TZVPD RIJCOSX def2/J DEFGRID3
* xyz 1 2
C 0.542 0.469 -1.538
C 0.004 -0.420 -0.301
C -1.389 -0.886 -0.722
C 1.064 -1.484 0.118
H 1.509 0.782 -1.140
H 0.622 -0.188 -2.422
H -0.116 1.295 -1.817
H -0.064 0.292 0.516
H -1.743 -1.740 -0.115
H -1.370 -1.306 -1.782
H -2.053 -0.060 -0.692
H 2.075 -1.126 0.451
H 0.610 -2.155 0.864
H 1.069 -2.062 -0.807
H 3.203 -2.669 -2.907
H 3.174 -1.800 -1.700
O 3.735 -1.995 -2.466
H -1.672 -0.157 2.909
H -2.392 -0.122 4.190
O -2.549 0.123 3.229
H -1.291 4.785 1.635
H -1.829 3.846 0.554
O -1.287 3.866 1.354
*
```

Values from the calculation:
Frontier orbital gap (alpha / beta): 11.12 / 3.61 eV
<S²>: 0.753

=====

The data favor P; the next most stable structure lies 3.0 kcal/mol above it.

=====

P.
# C8H12INO2

A cluster of 2 separate species, C8H12INO2 in total (ωB97M-V/def2-TZVPD, OMol25).

ORCA input file:
```
! wB97M-V def2-TZVPD RIJCOSX def2/J DEFGRID3
* xyz 0 1
C 1.906 -0.796 2.779
C 2.543 -1.786 2.337
C 0.463 -1.629 0.629
C 1.933 0.637 3.040
C -2.505 1.574 -2.242
C -1.095 1.653 -1.670
C -0.297 0.269 -1.803
C -1.069 -0.871 -1.035
N 2.656 -2.828 1.672
O 0.399 -0.680 1.367
O 0.002 -1.838 -0.550
I 2.273 -4.707 2.431
H 1.084 1.151 3.734
H 2.986 1.059 3.293
H 1.697 1.115 2.122
H -2.948 2.550 -2.123
H -2.466 1.450 -3.324
H -3.188 0.930 -1.793
H -0.492 2.262 -2.265
H -0.851 1.813 -0.644
H -0.215 0.089 -2.824
H 0.703 0.394 -1.501
H -1.670 -0.407 -0.097
H -1.851 -1.402 -1.534
*
```

Values from the calculation:
Frontier orbital gap (alpha / beta): 7.15 / 7.68 eV

=====

Q.
# C8H12INO2

An isolated molecule of C8H12INO2 (ωB97M-V/def2-TZVPD, OMol25).

ORCA input file:
```
! wB97M-V def2-TZVPD RIJCOSX def2/J DEFGRID3
* xyz 0 1
C 0.462 3.678 0.519
C -0.437 2.452 0.600
C -0.285 1.584 -0.645
C -1.035 0.300 -0.565
I -3.150 0.486 -0.197
C -0.618 -0.855 -0.971
C -0.087 -2.049 -0.997
C 0.155 -2.895 -2.203
O 0.324 -2.656 0.195
C 0.528 -1.842 1.260
N 0.702 -2.582 2.379
O 0.542 -0.641 1.212
H 0.330 4.304 1.397
H 1.507 3.381 0.464
H 0.229 4.270 -0.365
H -1.475 2.775 0.701
H -0.173 1.853 1.472
H 0.770 1.333 -0.781
H -0.623 2.140 -1.526
H -0.714 -3.523 -2.413
H 1.010 -3.542 -2.027
H 0.343 -2.265 -3.068
H 0.729 -3.585 2.328
H 0.966 -2.123 3.231
*
```

Values from the calculation:
Frontier orbital gap: 9.11 eV
SMILES: CCCC(I)=C=C(C)OC(N)=O

=====

The data favor Q; the next most stable structure lies 150.6 kcal/mol above it.

=====

P.
# C2H7S2

A cluster of 2 separate species, C2H7S2 in total (ωB97M-V/def2-TZVPD, OMol25).

ORCA input file:
```
! wB97M-V def2-TZVPD RIJCOSX def2/J DEFGRID3
* xyz -1 1
C 2.068 -1.690 -0.726
S 0.305 -1.711 -0.146
H 2.550 -2.560 -0.321
H 1.888 -1.918 -1.773
H 2.468 -0.707 -0.657
H -0.108 -0.669 0.764
C -1.833 1.930 0.504
S -1.119 0.720 1.635
H -2.000 1.548 -0.512
H -2.893 2.163 0.712
H -1.326 2.894 0.520
*
```

Values from the calculation:
Frontier orbital gap: 6.43 eV

=====

Q.
# C2H7S2

A cluster of 2 separate species, C2H7S2 in total (ωB97M-V/def2-TZVPD, OMol25).

ORCA input file:
```
! wB97M-V def2-TZVPD RIJCOSX def2/J DEFGRID3
* xyz -1 1
C 1.545 -1.670 1.044
S 1.558 -0.061 0.241
H 2.250 -2.428 0.624
H 1.825 -1.528 2.093
H 0.538 -2.068 0.960
H 0.190 -0.116 -0.195
C -1.601 1.732 -0.865
S -1.458 -0.011 -1.496
H -0.855 2.273 -1.454
H -2.599 2.046 -1.158
H -1.394 1.833 0.206
*
```

Values from the calculation:
Frontier orbital gap: 6.27 eV

=====

The data favor Q; the next most stable structure lies 9.2 kcal/mol above it.